## P
This record from the Open Molecules 2025 dataset describes the molecule C4H5NO2S. The level of theory is ωB97M-V/def2-TZVPD.

Output
Structure (SMILES) ... N/C=C(\C=O)OC=S
HOMO-LUMO gap ... 8.77 eV
LUMO energy ... -0.1 eV

Atoms and positions in Å:
C 0.77877 -1.02004 -0.20936
C -0.09262 0.03732 -0.35412
C -2.34813 0.22541 0.21245
C 0.40504 1.36770 -0.25451
H 2.49808 -0.07649 0.48239
H 2.65141 -1.92268 0.02242
H 0.20187 -2.02013 -0.33183
H -2.05755 0.90960 1.17902
H -0.26831 2.13459 -0.55884
N 2.03465 -0.99154 0.29234
O -1.40919 -0.24955 -0.56228
O 1.58397 1.58650 0.04674
S -3.97799 0.01932 0.03558

---

## Q
This record from the Open Molecules 2025 dataset describes the molecule C4H5NO2S. The level of theory is ωB97M-V/def2-TZVPD.

Output
Structure (SMILES) ... CC(=S)N(C=O)C=O
HOMO-LUMO gap ... 8.55 eV
LUMO energy ... -0.5 eV

Atoms and positions in Å:
C 1.07741 1.73070 0.35425
C 0.81821 0.29229 0.07292
C -1.61191 0.80018 0.09460
C -0.78795 -1.49825 0.10301
H 0.20780 2.21181 0.82425
H 1.98096 1.86642 0.96618
H 1.16793 2.21948 -0.61921
H -2.49087 0.22869 0.43959
H 0.13613 -2.09043 0.15937
N -0.48425 -0.11577 0.08789
O -1.63256 1.87357 -0.44078
O -1.89316 -1.94120 0.04739
S 2.10119 -0.68963 -0.18668

---

Sorted by energy, starting with the most stable: Q, P.

---

## P
This record from the Open Molecules 2025 dataset describes a cluster of 2 separate species, C2HNO3S in total. The level of theory is ωB97M-V/def2-TZVPD.

Output
Structure (SMILES) ... O=C=[NH+][O-].O=C=S
HOMO-LUMO gap ... 8.98 eV
LUMO energy ... 0.1 eV

Atoms and positions in Å:
C -0.03430 1.12484 -0.03861
C -3.25780 0.58211 -0.15705
N -0.36518 -0.01716 -0.48385
O 0.18054 2.11202 0.50670
O -2.60148 1.42741 -0.59244
O -1.14565 -0.46454 0.49414
S -4.24985 -0.57082 0.09196
H -0.41693 -0.47398 -1.27925

---

## Q
This record from the Open Molecules 2025 dataset describes the molecule C2HNO3S. The level of theory is ωB97M-V/def2-TZVPD.

Output
Structure (SMILES) ... O=C=NC(=O)SO
HOMO-LUMO gap ... 10.24 eV
LUMO energy ... 0.0 eV

Atoms and positions in Å:
C -1.61243 1.39120 -0.05919
C 1.06559 1.58381 0.02366
N -0.40138 1.23510 0.04372
O -2.74189 1.27395 -0.20249
O 1.48391 2.70408 -0.00655
O 0.92295 -0.89998 0.29218
S 2.03945 0.18646 -0.12719
H 0.53986 -1.39728 -0.41406

---

Sorted by energy, starting with the most stable: Q, P.

---

## P
This record from the Open Molecules 2025 dataset describes a cluster of 2 separate species, CHNO3 in total. The level of theory is ωB97M-V/def2-TZVPD.

Output
HOMO-LUMO gap (alpha / beta) ... 6.87 / 6.87 eV
LUMO energy (alpha / beta) ... -2.6 / -2.6 eV

Atoms and positions in Å:
C -1.07355 0.09321 0.04901
N 1.87425 -0.67562 0.18762
O -1.66943 -0.85667 0.30759
O 2.45985 0.28007 0.00212
O 0.15916 0.14450 0.08465
H -1.75028 1.01450 -0.63098

---

## Q
This record from the Open Molecules 2025 dataset describes the molecule CHNO3. The level of theory is ωB97M-V/def2-TZVPD.

Output
HOMO-LUMO gap ... 8.61 eV
LUMO energy ... -0.5 eV

Atoms and positions in Å:
C 0.03735 1.42336 -1.53985
N 0.19717 0.23562 -1.32331
O -0.21395 3.56853 -2.30062
O 0.39193 2.53556 -1.83453
O 0.16483 -0.52181 -0.18039
H -0.16985 -1.52640 -0.34172

---

## R
This record from the Open Molecules 2025 dataset describes the molecule CHNO3. The level of theory is ωB97M-V/def2-TZVPD.

Output
Structure (SMILES) ... O=c1[nH]oo1
HOMO-LUMO gap ... 10.81 eV
LUMO energy ... 0.7 eV

Atoms and positions in Å:
C -0.63500 -0.50055 0.06041
N 0.77389 0.04316 -0.34086
O -1.23036 -1.47501 0.08836
O -0.99863 0.81440 0.24915
O 0.28885 1.36367 0.04722
H 1.80125 -0.24568 -0.10427

---

Sorted by energy, starting with the most stable: P, R, Q.

---

## P
This record from the Open Molecules 2025 dataset describes a structure of composition C10H24ClINP2STi. The level of theory is ωB97M-V/def2-TZVPD.

Output
HOMO-LUMO gap (alpha / beta) ... 7.70 / 7.99 eV
LUMO energy (alpha / beta) ... -7.7 / -7.4 eV
Spin multiplicity ... 2
Net charge ... +2

Atoms and positions in Å:
C 4.61834 -2.16221 -2.56936
I 3.11866 -1.22695 -1.23620
H 4.06725 -2.71124 -3.33597
H 5.27410 -2.85388 -2.03133
H 5.23535 -1.39523 -3.04614
Ti -0.09385 0.01770 -0.03974
P -0.16580 -2.11012 1.18821
C 0.93823 -2.33761 2.59255
C -1.85774 -2.33555 1.83315
H -1.91021 -3.35001 2.25549
H -0.09459 -4.41574 0.57558
H -2.61208 -2.23640 1.03789
H -0.57741 -3.39151 -0.82070
H 0.73820 -1.52114 3.30517
H -2.08371 -1.59057 2.61154
C 0.10577 -3.47762 0.03592
H 0.75518 -3.32279 3.05420
H 1.13739 -3.42481 -0.34829
H 1.97102 -2.24827 2.22159
P 0.04278 2.12759 -1.32167
C 1.20939 3.40638 -0.81274
C 0.34354 1.77037 -3.07408
H -2.39740 2.24846 -1.61754
H -1.56503 3.79251 -1.97566
H -1.85017 3.27942 -0.27382
C -1.60112 2.93344 -1.28872
H -0.37301 1.02166 -3.44195
H 0.23541 2.70219 -3.65018
H 1.11908 4.29135 -1.46500
H 2.22006 2.97410 -0.86707
H 1.35552 1.35218 -3.17849
H 0.98770 3.66233 0.23549
Cl -1.57135 -0.81411 -1.58562
S -1.87433 2.23849 3.54761
C -3.16861 1.68091 2.47517
C -2.66153 1.00758 1.37679
N -1.26902 0.92101 1.36369
C -0.73077 1.53424 2.45475
H -4.20886 1.86209 2.68581
H -3.15005 0.54739 0.54533
H 0.34368 1.55437 2.58436

---

## Q
This record from the Open Molecules 2025 dataset describes a structure of composition C10H24ClINP2STi. The level of theory is ωB97M-V/def2-TZVPD.

Output
HOMO-LUMO gap (alpha / beta) ... 7.96 / 6.35 eV
LUMO energy (alpha / beta) ... -8.3 / -9.9 eV
Spin multiplicity ... 2
Net charge ... +2

Atoms and positions in Å:
C -0.54326 0.05008 -3.19027
I -2.47754 -0.20389 -1.22113
H 0.49127 0.13269 -3.48361
H -1.03210 0.97307 -3.62006
H -0.90128 -0.84645 -3.71113
Ti 0.02843 -0.02382 -1.01502
P 0.08392 2.44230 -0.43674
C -1.53864 3.27260 -0.20268
C 1.11448 3.28844 0.80057
H 1.09361 4.36304 0.63455
H 0.73882 4.27637 -1.85678
H 2.15293 2.92653 0.70738
H 1.74129 2.81928 -2.15790
H -1.97443 2.93948 0.75348
H 0.76580 3.05720 1.81485
C 0.71898 3.18829 -1.96934
H -1.39648 4.35147 -0.18243
H 0.09129 2.89229 -2.82032
H -2.21099 2.98258 -1.00326
P 0.09929 -2.41203 -0.08588
C -1.49573 -3.22538 0.30597
C 0.74940 -3.39441 -1.46641
H 2.17611 -2.73148 1.11774
H 1.09936 -4.15397 1.22316
H 0.78423 -2.71314 2.23936
C 1.13416 -3.07260 1.25789
H 1.74682 -3.01215 -1.73823
H 0.82537 -4.43450 -1.14373
H -1.31934 -4.28323 0.48663
H -2.18683 -3.08234 -0.51672
H 0.09214 -3.30001 -2.33531
H -1.92763 -2.76684 1.20976
Cl 2.17250 -0.09427 -1.84424
S -1.30032 0.28559 3.64964
C 0.48782 0.28554 3.74276
C 1.06344 0.20441 2.49272
N 0.11198 0.14686 1.45312
C -1.13891 0.16549 1.93166
H 1.03016 0.34975 4.69066
H 2.10415 0.18087 2.22604
H -2.04158 0.12079 1.33595

---

Sorted by energy, starting with the most stable: P, Q.